Molecular formula: C20H42NPSi2V
Method: DFT, ωB97M-V with the def2-TZVPD basis set

Each line ends with the Löwdin spin population.
Positions of all 67 atoms, in Å:
C1 3.33590 -2.82598 0.84588  0.00
C2 3.22116 -1.70931 1.63477  0.00
C3 2.43554 -0.63622 1.18802  0.00
C4 1.77059 -0.76575 -0.02243  -0.04
C5 1.93876 -1.84595 -0.86696  -0.01
C6 2.73084 -2.92565 -0.39866  0.00
C7 2.25522 0.63449 1.95430  0.00
C8 1.68945 1.79903 1.05266  -0.01
N1 2.69604 2.58201 0.44176  -0.10
V1 0.07628 0.68367 -0.17170  1.46
C9 1.25799 -1.79055 -2.20285  0.02
P1 0.56683 -0.04216 -2.39056  0.06
H1 3.70692 -1.60910 2.61280  0.00
H2 2.82098 -3.79581 -1.03708  0.00
H3 3.94112 -3.67485 1.20683  0.00
H4 0.44499 -2.52806 -2.28438  0.00
H5 1.95982 -1.95791 -3.04630  0.00
H6 1.55259 0.49527 2.80068  0.00
H7 3.21427 0.98275 2.38545  0.00
H8 1.33532 1.61493 -0.08473  -0.01
C10 -0.45659 -0.27153 -3.86258  0.00
C11 2.04833 0.74323 -3.05430  0.01
H9 0.97535 2.45655 1.57989  0.00
C12 3.85502 2.00022 -0.16156  -0.01
C13 2.58572 3.99491 0.37527  -0.01
H10 -0.60456 0.48395 -1.84453  0.03
H11 4.70010 2.69673 -0.02265  0.00
H12 4.10950 1.00659 0.25923  0.00
H13 3.72191 1.87730 -1.25586  0.00
H14 3.59204 4.41178 0.33853  0.00
H15 2.05458 4.32246 -0.51701  0.00
H16 2.05518 4.38904 1.24080  0.00
H17 2.22851 0.31806 -4.05265  0.00
H18 1.88488 1.82056 -3.12125  0.00
H19 2.92590 0.54210 -2.42941  0.00
H20 0.14347 -0.81554 -4.60738  0.00
H21 -1.37601 -0.81436 -3.61912  0.00
H22 -0.70299 0.74044 -4.20429  0.00
H23 -0.25777 2.12785 -0.15411  -0.02
C14 -2.98369 -0.73863 3.30465  -0.02
Si1 -2.20627 0.45000 2.06641  -0.03
C15 -3.55291 1.57272 1.39461  0.00
C16 -1.03382 1.47032 3.11246  0.00
C17 -1.33358 -0.50111 0.66651  -0.25
Si2 -2.64591 -1.37938 -0.42620  -0.03
C18 -3.45433 -0.22407 -1.67250  0.00
C19 -1.86127 -2.85525 -1.28592  0.00
C20 -4.06648 -2.16471 0.53732  -0.03
H24 -3.28186 -0.12601 4.16922  0.00
H25 -2.25916 -1.48999 3.65467  0.00
H26 -3.87194 -1.26450 2.93649  0.00
H27 -3.92055 2.13315 2.26775  0.00
H28 -3.16094 2.28153 0.65306  0.00
H29 -4.40097 1.02527 0.96505  0.00
H30 -0.18263 0.87690 3.46479  0.00
H31 -0.67063 2.37345 2.60311  0.00
H32 -1.61300 1.78265 3.99763  0.00
H33 -0.73091 -1.31895 1.12896  -0.01
H34 -2.75227 0.11264 -2.44442  0.00
H35 -4.26130 -0.80913 -2.14415  0.00
H36 -3.89107 0.66291 -1.19447  0.00
H37 -0.94877 -3.19438 -0.78381  0.00
H38 -2.60044 -3.66510 -1.21888  0.00
H39 -1.66210 -2.67765 -2.35192  0.00
H40 -3.72080 -2.76677 1.38657  0.00
H41 -4.80774 -1.43856 0.89001  0.00
H42 -4.55782 -2.84257 -0.18154  0.00

Summary:
LUMO energy (alpha / beta)   -9.32 / -8.48 eV
Molar mass   434.653 g/mol
Total charge   +2
Electronic energy   -2705.56430 Ha
2S+1   2
Gap between HOMO and LUMO (alpha / beta)   4.91 / 6.12 eV
Energy above the lowest of the compared OMol25 structures with the same formula, charge and spin   2.339 eV